The following is a quantum chemistry calculation of a 3-piece molecular cluster, C4H10O3 overall, from OMol25.

Output
- SMILES string = C=CC(=C)O.O.O
- relative energy (zero: lowest compared OMol25 entry of this formula, charge and spin) (kJ/mol) = 413.1
- E_HOMO (eV) = -8.4
- HOMO-LUMO gap (eV) = 9.05
- total charge = 0

Element x y z (Å)
C (2.08, -3.79, -1.94)
C (1.16, -3.06, -1.27)
O (1.20, -3.07, 0.11)
C (0.72, -1.72, -1.79)
C (1.06, -0.58, -1.18)
H (3.06, -4.02, -1.54)
H (1.86, -4.34, -2.85)
H (0.97, -3.96, 0.39)
H (-0.15, -1.84, -2.43)
H (1.67, -0.71, -0.29)
H (1.13, 0.36, -1.70)
H (-0.95, 4.10, 4.99)
H (-0.61, 3.04, 4.03)
O (-0.33, 3.93, 4.28)
H (-4.50, 5.77, 0.93)
H (-4.08, 4.49, 0.21)
O (-4.31, 5.41, 0.06)

Atom charges from the natural (NBO) analysis, given in e for atoms 1 to 8:
1. C -0.498
2. C 0.289
3. O -0.699
4. C -0.236
5. C -0.402
6. H 0.212
7. H 0.211
8. H 0.491

---

The following is a quantum chemistry calculation of a 3-piece molecular cluster, C4H10O3 overall, from OMol25.

Output
- SMILES string = C=CC(=C)O.O.O
- relative energy (zero: lowest compared OMol25 entry of this formula, charge and spin) (kJ/mol) = 302.9
- E_HOMO (eV) = -8.6
- HOMO-LUMO gap (eV) = 9.08
- total charge = 0

Element x y z (Å)
C (-2.06, -0.86, 0.85)
C (-1.19, -0.21, 0.03)
O (-0.22, -1.00, -0.51)
C (-1.02, 1.22, 0.03)
C (-0.14, 1.78, -0.75)
H (-2.35, -1.87, 0.68)
H (-2.65, -0.23, 1.54)
H (-0.66, -1.78, -0.86)
H (-1.48, 1.89, 0.74)
H (0.71, 1.28, -1.05)
H (-0.24, 2.90, -1.04)
H (0.90, -1.58, 1.43)
H (0.99, -1.04, 2.79)
O (1.49, -1.09, 2.01)
H (3.14, -0.30, -1.61)
H (1.98, 0.34, -2.39)
O (2.81, 0.55, -1.89)

Atom charges from the natural (NBO) analysis, given in e for atoms 1 to 8:
1. C -0.495
2. C 0.289
3. O -0.703
4. C -0.283
5. C -0.327
6. H 0.194
7. H 0.205
8. H 0.484

---

The following is a quantum chemistry calculation of a 2-piece molecular cluster, C4H10O3 overall, from OMol25.

Output
- SMILES string = OC(O)O.C=CC
- relative energy (zero: lowest compared OMol25 entry of this formula, charge and spin) (kJ/mol) = 138.3
- E_HOMO (eV) = -10.0
- HOMO-LUMO gap (eV) = 10.85
- total charge = 0

Element x y z (Å)
C (-1.91, 0.23, -0.20)
O (-2.90, -0.22, 0.64)
O (-1.14, -0.84, -0.59)
O (-2.40, 0.92, -1.30)
H (-2.98, -1.17, 0.50)
H (-0.32, -0.49, -1.08)
H (-3.31, 0.64, -1.47)
H (-1.25, 0.96, 0.37)
C (1.72, -0.66, 1.26)
C (1.51, 0.45, 0.29)
C (2.13, 0.58, -0.86)
H (0.85, 1.26, 0.64)
H (0.79, -1.23, 1.35)
H (1.97, -0.30, 2.25)
H (2.48, -1.37, 0.93)
H (2.01, 1.45, -1.49)
H (2.78, -0.21, -1.25)

Atom charges from the natural (NBO) analysis, given in e for atoms 1 to 8:
1. C 0.619
2. O -0.717
3. O -0.748
4. O -0.734
5. H 0.486
6. H 0.504
7. H 0.481
8. H 0.108

---

The following is a quantum chemistry calculation of C4H10O5 as an isolated structure, from OMol25.

Output
- relative energy (zero: lowest compared OMol25 entry of this formula, charge and spin) (kJ/mol) = 502.3
- E_HOMO (eV) = -9.7
- HOMO-LUMO gap (eV) = 9.83
- total charge = 0

Element x y z (Å)
C (0.55, 2.02, 0.79)
C (-1.08, 0.36, -1.99)
O (0.22, 1.80, -0.49)
O (-1.06, 0.71, -0.64)
H (0.06, 1.10, 1.42)
H (-0.34, -0.43, -2.21)
H (1.60, 1.76, 1.01)
H (0.33, 3.04, 1.12)
H (-0.89, 1.23, -2.62)
H (-2.08, -0.03, -2.20)
C (1.65, -1.49, 0.32)
C (-0.61, -1.12, 0.84)
O (0.26, -1.76, 0.09)
O (-1.83, -1.57, 0.59)
O (-0.35, -0.38, 1.79)
H (-2.46, -1.03, 1.09)
H (1.81, -0.42, 0.44)
H (2.01, -2.00, 1.21)
H (2.21, -1.81, -0.56)

Atom charges from the natural (NBO) analysis, given in e for atoms 1 to 8:
1. C -0.349
2. C -0.271
3. O -0.291
4. O -0.351
5. H 0.305
6. H 0.169
7. H 0.170
8. H 0.172

---

> Which of these has the highest E_HOMO?

number 1

---

> Among the records above, which one has the highest E_HOMO?

number 1